{
  "formula": "C26H75CdN4O14",
  "method": "ωB97M-V with the def2-TZVPD basis set",
  "species": ["Cd", "C", "C", "O", "H", "H", "H", "H", "H", "O", "H", "H", "O", "H", "H", "O", "H", "H", "O", "H", "H", "O", "H", "H", "C", "O", "C", "C", "N", "C", "C", "O", "C", "H", "H", "H", "H", "H", "H", "H", "H", "H", "H", "H", "H", "H", "H", "H", "C", "O", "C", "C", "N", "C", "C", "O", "C", "H", "H", "H", "H", "H", "H", "H", "H", "H", "H", "H", "H", "H", "H", "H", "C", "O", "C", "C", "N", "C", "C", "O", "C", "H", "H", "H", "H", "H", "H", "H", "H", "H", "H", "H", "H", "H", "H", "H", "C", "O", "C", "C", "N", "C", "C", "O", "C", "H", "H", "H", "H", "H", "H", "H", "H", "H", "H", "H", "H", "H", "H", "H"],
  "positions_angstrom": [[-1.72755, 3.56483, -1.07583], [-0.43577, -0.37999, 0.12427], [0.26769, 0.95363, -0.03039], [-0.57989, 2.06577, -0.21117], [-1.42668, -0.31233, 0.58947], [0.15084, -1.16491, 0.60042], [-0.77248, -0.88661, -0.79283], [0.98407, 0.81620, -0.84809], [0.73684, 1.19627, 0.92876], [0.17088, 2.73728, 3.46365], [-0.24701, 2.10856, 2.86691], [-0.32693, 3.54946, 3.33512], [2.92631, 3.61207, 2.05551], [2.60947, 4.29661, 1.45871], [2.15603, 3.04807, 2.21372], [-1.56542, 0.02780, -3.01974], [-0.80057, 0.07651, -2.42401], [-1.87336, 0.93328, -3.09154], [-2.55872, 2.51703, 2.69742], [-2.68894, 1.82002, 2.02502], [-3.03217, 2.20034, 3.47370], [-2.70012, -2.27235, -1.99815], [-2.54563, -2.93421, -2.68045], [-2.22588, -1.47271, -2.30488], [4.44965, -4.39326, 1.31481], [4.59872, -3.18828, 1.99126], [3.47174, -2.35299, 1.89978], [3.54441, -1.08463, 2.73560], [3.38625, -1.23529, 4.17223], [4.45931, -1.98297, 4.84302], [3.95723, -3.23679, 5.51907], [2.72804, -2.91397, 6.16693], [2.06840, -3.95839, 6.81790], [3.67834, -5.04514, 1.75575], [5.36439, -4.97642, 1.41443], [4.18005, -4.31896, 0.25534], [2.61405, -2.92319, 2.29967], [3.18069, -2.12879, 0.86344], [2.88814, -0.31782, 2.31911], [4.53911, -0.63055, 2.64114], [2.54890, -1.76920, 4.39165], [5.08524, -1.33238, 5.46443], [5.29202, -2.35100, 4.22469], [4.63174, -3.64307, 6.27806], [3.77397, -4.02011, 4.77467], [1.55417, -4.60332, 6.09645], [1.28883, -3.52802, 7.44814], [2.70240, -4.55257, 7.48404], [2.61861, 8.77946, -6.99075], [3.15438, 7.48566, -6.69839], [2.15592, 6.47637, -6.64034], [2.77241, 5.12475, -6.43569], [2.89362, 4.74373, -5.03218], [3.24483, 3.27561, -5.01694], [3.40135, 2.68215, -3.60233], [3.79993, 1.31791, -3.63730], [2.69167, 0.46133, -3.79475], [1.59052, 8.87995, -6.63552], [2.63673, 8.86626, -8.07936], [3.26383, 9.49203, -6.48597], [1.64063, 6.52228, -7.61640], [1.30907, 6.73198, -5.99181], [3.65068, 5.05564, -7.09305], [2.11186, 4.37866, -6.88159], [3.59753, 5.11763, -4.41015], [4.26218, 3.32318, -5.41679], [2.58200, 2.63974, -5.59773], [2.58181, 2.87107, -2.90435], [4.32642, 3.11999, -3.21336], [2.05575, 0.50564, -2.90777], [3.02857, -0.56293, -3.98141], [2.14322, 0.59952, -4.73714], [-2.39133, 6.84192, -1.17522], [-2.80797, 5.50473, -1.33839], [-4.15214, 5.25241, -0.83502], [-4.51543, 3.92507, -1.41658], [-3.78929, 2.85787, -0.73123], [-4.35526, 1.56727, -1.28535], [-4.12758, 0.43180, -0.28087], [-4.07769, 0.95785, 1.05527], [-5.31662, 1.18116, 1.67923], [-1.70627, 7.21002, -1.94215], [-1.95754, 7.12458, -0.21193], [-3.19562, 7.57779, -1.29755], [-4.82329, 6.06722, -1.09760], [-4.21183, 5.14313, 0.25521], [-4.33982, 3.83891, -2.49074], [-5.60217, 3.86577, -1.25088], [-3.96073, 2.90760, 0.27473], [-3.86155, 1.33439, -2.22504], [-5.42662, 1.67840, -1.46082], [-3.08219, 0.15577, -0.40389], [-4.85810, -0.37080, -0.28467], [-6.00296, 1.76813, 1.05956], [-5.20512, 1.62633, 2.66771], [-5.83001, 0.25159, 1.96274], [-0.72131, -2.51192, 3.14133], [0.15090, -3.52042, 3.55573], [-0.42038, -4.83663, 3.54264], [-0.10428, -5.52116, 2.22982], [-0.86592, -6.74319, 1.94793], [-2.29772, -6.42397, 1.78306], [-3.01502, -7.51923, 0.97998], [-2.63664, -7.55154, -0.35606], [-2.97632, -8.72015, -1.04331], [-0.22572, -1.53945, 3.13744], [-1.68306, -2.45553, 3.66174], [-0.97394, -2.63845, 2.07482], [-1.47444, -4.84653, 3.82621], [0.13182, -5.25070, 4.38921], [0.96085, -5.75489, 2.16611], [-0.24550, -4.78470, 1.42202], [-0.61057, -7.06810, 1.02049], [-2.42441, -5.54707, 1.12017], [-2.79036, -6.13049, 2.70534], [-4.07999, -7.29470, 1.13104], [-2.79797, -8.46943, 1.48474], [-2.79330, -8.53694, -2.10365], [-4.05841, -8.89527, -0.98650], [-2.44552, -9.63956, -0.78294]],
  "forces_ev_per_angstrom": [[1.765, -1.518, 0.796], [-1.491, -0.782, -0.655], [-0.046, 0.048, 0.221], [-1.394, 0.910, -0.803], [0.468, 0.262, 0.798], [0.198, 0.360, 0.348], [0.556, 0.343, -0.291], [0.360, 0.481, 0.272], [0.704, -0.353, -0.285], [0.557, -0.023, -0.184], [-0.245, 0.083, 0.126], [-0.115, -0.088, 0.046], [-0.137, -0.099, -0.203], [0.055, -0.019, 0.035], [0.043, 0.163, 0.277], [0.409, 0.178, 0.124], [-0.102, 0.098, -0.177], [0.020, 0.052, -0.130], [-0.119, -0.064, -0.527], [-0.041, 0.222, 0.378], [0.151, 0.030, 0.065], [0.212, 0.363, 0.009], [-0.024, 0.018, 0.077], [-0.528, -0.585, -0.063], [-0.295, -1.227, 0.074], [0.458, 0.705, -0.124], [-1.474, -0.452, 0.354], [1.650, 0.190, 0.182], [-0.165, -0.824, -0.056], [1.590, 0.033, -0.131], [-0.889, -0.024, 0.658], [0.178, 0.404, 0.198], [-0.471, -0.142, 0.026], [-0.186, 0.300, 0.183], [0.196, 0.300, -0.127], [0.187, 0.429, -0.063], [-0.110, -0.004, -0.063], [0.482, 0.067, -0.197], [-0.421, -0.198, 0.178], [0.003, -0.102, -0.398], [-0.220, 0.367, -0.097], [-0.814, 0.147, 0.768], [-0.634, 0.037, -0.817], [0.353, 0.112, -0.153], [-0.022, -0.035, -0.143], [0.198, -0.240, -0.010], [0.051, 0.171, -0.060], [0.248, -0.023, -0.203], [0.361, -1.036, -0.129], [-0.342, -0.033, 1.074], [-0.449, 1.003, -1.682], [-0.274, 0.342, 0.155], [-0.930, -2.494, 0.395], [0.682, 0.969, 0.867], [1.683, 0.403, -0.338], [-0.965, -0.156, -0.320], [0.305, -0.781, -0.788], [0.000, 0.056, 0.094], [-0.084, 0.532, 0.016], [-0.044, 0.238, -0.245], [0.211, -0.480, -0.210], [0.481, -0.126, 0.792], [0.431, 0.128, 0.510], [-0.282, 0.068, 0.164], [0.181, 1.012, -0.754], [-0.078, -1.166, -0.445], [-0.124, 0.358, -0.328], [-0.241, -0.087, -0.133], [-0.409, 0.466, 0.421], [-0.255, -0.061, -0.101], [0.387, 0.072, 0.720], [-0.308, 0.755, 0.298], [0.442, 2.639, 0.008], [-0.285, 0.286, 0.571], [0.468, -0.269, -0.312], [-1.580, 0.574, 0.301], [-1.156, -0.588, -1.031], [-0.103, -0.162, 0.986], [1.224, 0.967, 1.006], [-0.036, 0.088, 0.086], [-1.024, -0.690, 0.555], [0.268, -0.953, -0.127], [0.047, -0.794, 0.166], [-0.512, -0.656, 0.005], [0.130, -0.015, -0.401], [0.532, 0.327, 0.052], [-0.009, 0.264, 0.029], [0.102, -0.448, -0.156], [-0.041, -0.342, -0.048], [-0.107, -0.043, -0.064], [0.029, 0.328, -0.131], [-0.326, -0.867, -0.276], [0.178, -0.213, -0.631], [0.043, 0.135, 0.079], [0.482, 0.562, -0.330], [0.096, -0.194, -0.624], [-0.247, 0.283, -1.580], [-0.492, 0.242, 0.188], [1.140, 0.244, 0.929], [0.250, -0.156, -0.894], [-0.905, 0.589, 0.265], [0.473, 0.238, -1.834], [-0.414, -0.141, 2.289], [0.866, 0.529, -0.064], [-0.922, -0.100, -0.989], [0.179, -0.105, 0.600], [0.213, -0.125, 0.445], [-0.171, -0.213, 0.043], [-0.092, 0.243, -0.253], [-0.274, -0.775, -0.210], [-0.003, -0.074, 0.331], [-0.251, 0.155, 0.072], [0.410, -0.112, 0.152], [0.207, 0.268, 0.153], [-0.091, -0.639, 0.197], [-0.161, -0.298, -0.461], [-0.096, -0.167, -0.193], [0.218, 0.082, 0.082], [0.043, -0.177, 0.245], [0.169, 0.219, 0.507]],
  "de_lowest_kcal_mol": 40.2,
  "homo_energy_ev": -9.5,
  "charge": 1,
  "multiplicity": 1,
  "homo_lumo_gap_ev": 4.8,
  "max_force_ev_per_a": 2.7
}